This record from the OMol25 dataset describes C19H26HfN3O3SSi as an isolated structure in a non-equilibrium geometry. The level of theory is the ωB97M-V functional and the def2-TZVPD basis.

Geometry as XYZ:
```
54
Properties=species:S:1:pos:R:3:lowdin_charge:R:1
Hf 0.81 0.02 1.53 1.508
C 2.46 2.25 -1.01 -0.055
C 2.24 2.15 0.47 -0.353
C 3.10 1.39 1.27 -0.138
C 3.04 1.48 2.67 -0.107
C 2.12 2.33 3.27 -0.069
C 1.22 3.04 2.48 -0.046
C 1.26 2.94 1.10 -0.059
H 3.17 3.06 -1.21 0.104
H 1.53 2.50 -1.54 0.089
H 2.86 1.33 -1.43 0.056
H 3.92 0.86 0.79 0.131
H 3.79 0.99 3.27 0.125
H 2.09 2.42 4.35 0.132
H 0.50 3.69 2.96 0.135
H 0.61 3.55 0.49 0.133
N 2.52 -1.56 1.93 -0.041
C 1.76 -2.84 1.74 -0.144
C 0.41 -2.67 2.44 -0.534
O 0.09 -3.38 3.37 0.095
N -0.32 -1.64 1.91 -0.129
C -1.48 -1.22 2.70 -0.088
C -1.21 0.19 3.21 -0.580
O -2.07 0.98 3.49 0.116
O 0.09 0.48 3.25 -0.172
H 3.34 -1.59 1.33 0.107
H 2.87 -1.57 2.89 0.118
H 2.27 -3.70 2.17 0.131
H 1.61 -3.00 0.68 0.094
H -1.60 -1.89 3.56 0.136
H -2.40 -1.24 2.12 0.136
C -0.50 -2.62 -3.20 -0.204
Si -1.63 -1.12 -3.33 0.544
C -3.42 -1.72 -3.34 -0.172
C -1.23 -0.11 -4.86 -0.168
C -1.57 0.08 -1.83 -0.215
C -2.64 0.95 -1.65 -0.042
C -2.77 1.75 -0.52 -0.021
C -1.83 1.65 0.47 -0.098
N -0.75 0.86 0.32 -0.119
C -0.60 0.11 -0.82 -0.672
S 0.94 -0.70 -0.88 0.694
H -0.77 -3.31 -4.01 0.040
H -0.62 -3.15 -2.26 0.029
H 0.55 -2.36 -3.31 0.009
H -3.55 -2.45 -4.14 0.039
H -4.12 -0.91 -3.52 0.028
H -3.69 -2.20 -2.40 0.041
H -1.38 -0.73 -5.75 0.038
H -0.20 0.24 -4.86 0.033
H -1.88 0.76 -4.96 0.032
H -3.40 1.01 -2.42 0.112
H -3.62 2.41 -0.39 0.120
H -1.91 2.19 1.40 0.119
```

The frontier orbital gap comes out at 7.92 eV. Its charge is +1. For the highest occupied orbital energy, the calculation gives -11.56 eV. The relative energy (zero: lowest compared OMol25 entry of this formula, charge and spin) is 110.6 kJ/mol.

This record from the OMol25 dataset describes C19H26MgN2 as an isolated structure in a non-equilibrium geometry. The level of theory is the ωB97M-V functional and the def2-TZVPD basis.

Geometry as XYZ:
```
48
Properties=species:S:1:pos:R:3:lowdin_charge:R:1
C -3.06 -0.90 -0.36 -0.204
C -2.18 0.73 -2.91 -0.191
H -2.90 -1.80 -0.88 -0.034
H -3.82 -0.31 -0.91 -0.024
H -2.78 -0.66 0.62 -0.068
H -1.67 0.09 -3.55 -0.056
H -3.19 0.03 -2.69 0.041
H -2.36 1.80 -3.08 -0.019
C -0.10 -2.61 -0.55 -0.104
C 0.79 -3.68 -0.71 -0.049
C 1.89 -3.51 -1.54 -0.058
C 2.06 -2.28 -2.17 -0.009
H -0.98 -2.71 0.09 0.112
H 0.60 -4.59 -0.15 0.105
H 2.62 -4.31 -1.68 0.110
H 2.92 -2.10 -2.81 0.093
N 0.07 -1.43 -1.16 0.093
C 1.17 -1.21 -1.92 -0.175
C 1.44 0.18 -2.40 -0.179
N 0.62 1.18 -2.01 0.080
C 0.74 2.40 -2.53 -0.125
C 2.73 1.78 -3.73 -0.060
C 1.79 2.76 -3.40 -0.046
H -0.04 3.12 -2.28 0.094
H 1.84 3.78 -3.78 0.105
C 2.55 0.48 -3.24 -0.006
H 3.24 -0.31 -3.49 0.094
H 3.59 2.02 -4.35 0.110
Mg -1.73 0.35 -1.04 0.399
C -1.38 2.49 0.00 -0.026
H -1.60 3.24 -0.81 0.047
H -0.33 2.65 0.37 0.018
H -2.13 2.58 0.81 0.041
C -1.15 0.68 4.56 -0.057
C -0.07 0.06 3.70 -0.632
C 1.28 0.69 4.01 -0.065
C -0.01 -1.44 3.95 -0.059
C -0.37 0.37 2.25 -0.068
C -0.63 0.78 1.13 0.007
H -0.94 0.54 5.62 0.085
H -2.13 0.24 4.35 0.088
H -1.23 1.75 4.37 0.086
H 1.55 0.53 5.05 0.084
H 2.06 0.25 3.38 0.086
H 1.25 1.76 3.82 0.086
H -0.97 -1.91 3.77 0.085
H 0.73 -1.92 3.31 0.081
H 0.27 -1.64 4.99 0.084
```

The frontier orbital gap (spin up / spin down) comes out at 4.61 / 4.60 eV. For the highest occupied orbital energy (spin up / spin down), the calculation gives -6.37 / -6.36 eV. The relative energy (zero: lowest compared OMol25 entry of this formula, charge and spin) is 34.7 kJ/mol.

This record from the OMol25 dataset describes C19H26N2O3 in the gas phase in a non-equilibrium geometry. The level of theory is the ωB97M-V functional and the def2-TZVPD basis.

Geometry as XYZ:
```
50
Properties=species:S:1:pos:R:3:lowdin_charge:R:1
C 2.02 5.54 -3.76 -0.070
O 1.25 4.51 -3.20 -0.035
C 0.99 4.58 -1.87 -0.398
O 1.27 5.52 -1.12 0.099
C 0.33 3.35 -1.21 -0.333
C -0.75 3.74 -0.16 -0.098
C -1.37 2.47 0.44 -0.117
C -0.77 1.18 -0.16 -0.476
N -1.42 -0.03 0.39 -0.010
C -1.47 -0.29 1.84 -0.209
C -2.12 -1.64 2.08 -0.168
N -1.35 -2.70 1.43 0.069
C -1.18 -3.91 2.05 -0.447
O -1.91 -4.16 3.01 0.042
C -0.10 -4.81 1.72 -0.135
C 0.12 -6.07 2.39 0.015
C 1.25 -6.81 2.07 -0.095
C 2.13 -6.46 1.07 -0.089
C 1.88 -5.31 0.34 -0.066
C 0.77 -4.51 0.69 -0.028
C -1.04 1.18 -1.69 -0.087
C -0.40 2.47 -2.28 -0.098
C 0.73 1.21 0.12 -0.106
C 1.39 2.44 -0.55 -0.091
H 2.22 5.31 -4.81 0.094
H 2.99 5.68 -3.23 0.109
H 1.49 6.50 -3.72 0.098
H -0.35 4.38 0.62 0.115
H -1.54 4.35 -0.67 0.129
H -1.22 2.47 1.54 0.116
H -2.46 2.51 0.30 0.124
H -2.35 -0.19 0.00 0.125
H -0.48 -0.32 2.27 0.114
H -2.00 0.53 2.33 0.109
H -2.18 -1.80 3.17 0.127
H -3.15 -1.69 1.72 0.121
H -0.81 -2.50 0.60 0.103
H -0.60 -6.48 3.09 0.115
H 1.42 -7.73 2.63 0.104
H 2.98 -7.12 0.92 0.106
H 2.56 -4.98 -0.40 0.088
H 0.58 -3.60 0.10 0.107
H -0.59 0.33 -2.13 0.097
H -2.09 1.12 -1.95 0.107
H -1.17 3.02 -2.82 0.115
H 0.33 2.17 -3.05 0.117
H 1.25 0.31 -0.25 0.128
H 0.86 1.22 1.21 0.114
H 1.98 2.97 0.19 0.122
H 2.09 2.07 -1.33 0.129
```

The frontier orbital gap comes out at 9.38 eV. As for the SMILES: COC(=O)[C@]12CC[C@](NCCNC(=O)c3ccccc3)(CC1)CC2. For the highest occupied orbital energy, the calculation gives -8.80 eV. The relative energy (zero: lowest compared OMol25 entry of this formula, charge and spin) is 148.8 kJ/mol.

This record from the OMol25 dataset describes C19H26N2O3S in the gas phase in a non-equilibrium geometry. The level of theory is the ωB97M-V functional and the def2-TZVPD basis.

Geometry as XYZ:
```
51
Properties=species:S:1:pos:R:3:lowdin_charge:R:1
C -7.01 -2.35 0.28 -0.399
S -5.20 -2.35 0.10 0.789
C -4.76 -1.04 1.30 -0.476
C -5.15 0.36 0.86 -0.206
C -4.66 0.70 -0.56 -0.305
C -5.02 2.16 -0.93 -0.231
O -4.85 3.07 0.11 -0.075
N -3.24 0.41 -0.71 0.110
C -2.22 1.09 -0.16 -0.419
O -2.35 2.14 0.46 0.067
C -0.87 0.48 -0.36 -0.126
C -0.56 -0.29 -1.49 -0.031
C 0.69 -0.84 -1.67 0.008
C 1.64 -0.61 -0.69 -0.196
N 2.95 -1.01 -0.57 0.213
C 3.36 -0.50 0.54 -0.286
C 4.71 -0.63 1.16 -0.235
C 5.62 -1.56 0.35 -0.156
C 6.01 -0.94 -0.99 -0.203
C 6.66 0.43 -0.79 -0.203
C 5.71 1.35 -0.04 -0.193
C 5.35 0.76 1.32 -0.150
O 2.43 0.23 1.22 0.141
C 1.32 0.17 0.44 -0.171
C 0.08 0.73 0.62 0.080
H -7.42 -1.41 -0.08 0.028
H -7.26 -2.51 1.32 0.036
H -7.38 -3.17 -0.33 0.027
H -5.23 -1.30 2.25 0.077
H -3.68 -1.13 1.41 0.068
H -6.23 0.48 0.89 0.117
H -4.72 1.07 1.56 0.118
H -5.17 0.04 -1.27 0.123
H -6.08 2.19 -1.20 0.123
H -4.43 2.44 -1.81 0.126
H -3.92 3.01 0.40 0.056
H -3.04 -0.51 -1.08 0.119
H -1.30 -0.43 -2.26 0.111
H 0.94 -1.42 -2.55 0.115
H 4.56 -1.05 2.16 0.155
H 5.11 -2.51 0.18 0.115
H 6.52 -1.75 0.94 0.119
H 5.12 -0.84 -1.60 0.097
H 6.71 -1.61 -1.51 0.110
H 6.91 0.86 -1.76 0.108
H 7.58 0.32 -0.22 0.113
H 4.80 1.49 -0.63 0.117
H 6.17 2.33 0.10 0.111
H 6.26 0.65 1.92 0.121
H 4.67 1.42 1.86 0.114
H -0.17 1.34 1.48 0.132
```

The frontier orbital gap comes out at 9.26 eV. As for the SMILES: CSCC[C@@H](CO)NC(=O)c1ccc2nc(C3CCCCC3)oc2c1. For the highest occupied orbital energy, the calculation gives -8.78 eV. The relative energy (zero: lowest compared OMol25 entry of this formula, charge and spin) is 4.3 kJ/mol.

This record from the OMol25 dataset describes C19H26N2Os as an isolated structure in a non-equilibrium geometry. The level of theory is the ωB97M-V functional and the def2-TZVPD basis.

Geometry as XYZ:
```
48
Properties=species:S:1:pos:R:3:lowdin_charge:R:1
C -1.86 0.80 2.42 -0.217
C -1.81 -0.64 2.52 -0.226
H -0.89 0.90 2.96 0.086
H -2.85 0.97 2.89 0.119
H -1.87 1.56 1.62 0.070
H -1.48 -1.38 1.76 0.048
H -1.05 -0.79 3.27 0.092
H -2.81 -0.91 2.70 0.080
C -0.69 2.50 -1.44 -0.023
C -0.43 3.42 -2.54 0.053
C -0.23 2.82 -3.82 0.002
C -0.30 1.45 -4.01 0.054
H -0.86 2.89 -0.47 0.105
H -0.39 4.47 -2.35 0.115
H -0.01 3.49 -4.67 0.141
H -0.16 0.91 -4.97 0.134
N -0.74 1.14 -1.60 -0.147
C -0.57 0.61 -2.87 -0.162
C -0.69 -0.83 -2.91 -0.160
N -0.90 -1.38 -1.65 -0.171
C -1.11 -2.74 -1.55 -0.050
C -0.79 -3.04 -3.91 0.018
C -1.06 -3.61 -2.64 0.016
H -1.32 -3.08 -0.55 0.123
H -1.23 -4.69 -2.48 0.146
C -0.60 -1.65 -4.08 0.070
H -0.40 -1.12 -5.03 0.133
H -0.74 -3.70 -4.78 0.139
Os -1.09 -0.19 -0.21 1.635
C -3.14 -0.11 -0.15 -0.246
H -3.54 -1.11 -0.38 0.035
H -3.54 0.56 -0.93 0.036
H -3.53 0.19 0.82 0.014
C 3.90 -0.66 2.00 -0.042
C 2.68 0.13 2.45 -0.622
C 2.23 -0.40 3.81 -0.037
C 3.08 1.59 2.57 -0.039
C 1.57 0.01 1.45 -0.003
C 0.61 -0.13 0.73 -0.195
H 4.71 -0.56 2.74 0.107
H 4.27 -0.30 1.05 0.094
H 3.66 -1.72 1.91 0.094
H 3.04 -0.25 4.55 0.108
H 1.34 0.12 4.18 0.084
H 2.01 -1.47 3.77 0.097
H 3.47 1.95 1.62 0.094
H 2.23 2.22 2.86 0.091
H 3.87 1.72 3.33 0.108
```

The frontier orbital gap (spin up / spin down) comes out at 6.53 / 6.96 eV. Its charge is +2. For the highest occupied orbital energy (spin up / spin down), the calculation gives -14.22 / -16.09 eV. Its spin multiplicity is 5.

This record from the OMol25 dataset describes C19H26N4O3 in the gas phase. The level of theory is the ωB97M-V functional and the def2-TZVPD basis.

Geometry as XYZ:
```
52
Properties=species:S:1:pos:R:3:lowdin_charge:R:1
C 2.11 -3.36 2.67 -0.076
C 3.04 -2.52 3.55 -0.247
N 2.28 -1.59 4.36 -0.216
C 2.16 -1.96 5.76 -0.251
C 3.42 -1.77 6.61 -0.082
C 2.58 -0.19 4.13 -0.212
C 1.96 0.28 2.81 -0.153
C 0.44 0.10 2.85 -0.185
N -0.11 0.28 1.53 0.079
C -1.38 0.23 1.20 -0.194
C -2.35 -0.02 2.31 0.013
C -1.78 0.40 -0.14 -0.007
C -3.17 0.39 -0.54 -0.410
O -4.15 0.24 0.17 0.047
N -3.39 0.56 -1.90 0.205
C -2.47 0.73 -2.91 -0.471
O -2.80 0.85 -4.06 0.111
N -1.16 0.73 -2.48 0.113
C -0.15 0.89 -3.48 -0.201
C -0.09 2.07 -4.21 -0.005
C 0.88 2.21 -5.18 -0.074
C 1.79 1.20 -5.41 -0.089
C 1.73 0.03 -4.67 -0.075
C 0.76 -0.13 -3.70 -0.008
C -0.76 0.60 -1.15 -0.332
O 0.45 0.65 -0.92 0.055
H 1.57 -2.73 1.96 0.060
H 2.68 -4.09 2.11 0.070
H 1.38 -3.88 3.28 0.071
H 3.63 -3.20 4.18 0.109
H 3.74 -1.98 2.91 0.115
H 1.85 -3.01 5.78 0.114
H 1.34 -1.37 6.19 0.114
H 3.70 -0.73 6.66 0.065
H 3.23 -2.13 7.62 0.071
H 4.25 -2.34 6.20 0.065
H 3.66 0.01 4.11 0.123
H 2.15 0.39 4.95 0.122
H 2.21 1.33 2.64 0.121
H 2.37 -0.30 1.99 0.110
H 0.00 0.82 3.55 0.130
H 0.23 -0.91 3.22 0.118
H 0.53 0.45 0.74 0.106
H -2.08 -0.95 2.82 0.097
H -3.36 -0.09 1.94 0.067
H -2.28 0.79 3.04 0.100
H -4.36 0.55 -2.19 0.170
H -0.81 2.85 -4.02 0.122
H 0.92 3.12 -5.76 0.103
H 2.55 1.32 -6.17 0.100
H 2.44 -0.76 -4.85 0.102
H 0.70 -1.04 -3.12 0.121
```

The frontier orbital gap comes out at 9.11 eV. As for the SMILES: CCN(CC)CCCN/C(C)=C1/C(=O)NC(=O)N(c2ccccc2)C1=O. For the highest occupied orbital energy, the calculation gives -8.49 eV. The relative energy (zero: lowest compared OMol25 entry of this formula, charge and spin) is 71.2 kJ/mol.

This record from the OMol25 dataset describes C19H26N7SV as an isolated structure. The level of theory is the ωB97M-V functional and the def2-TZVPD basis.

Geometry as XYZ:
```
54
Properties=species:S:1:pos:R:3:lowdin_charge:R:1
V -1.11 -0.40 0.56 0.604
C 1.15 -1.37 2.17 -0.162
C 0.03 -2.22 2.79 -0.157
N -1.27 -2.02 2.10 -0.142
C -2.43 -1.82 3.00 -0.164
C -3.00 -0.40 2.89 -0.176
N -1.94 0.55 2.48 -0.119
C -0.91 0.74 3.52 -0.162
C 0.46 0.94 2.89 -0.161
N 0.70 -0.01 1.80 -0.123
H 2.00 -1.34 2.87 0.128
H 1.50 -1.84 1.25 0.110
H 0.32 -3.27 2.75 0.133
H -0.09 -1.97 3.84 0.106
H -1.46 -2.80 1.48 0.056
H -3.21 -2.53 2.74 0.130
H -2.13 -2.03 4.02 0.115
H -3.76 -0.36 2.10 0.121
H -3.48 -0.11 3.83 0.127
H -2.37 1.45 2.29 0.103
H -1.15 1.58 4.16 0.134
H -0.91 -0.14 4.17 0.103
H 0.51 1.94 2.45 0.127
H 1.24 0.89 3.67 0.130
H 1.41 0.37 1.19 0.120
N 0.09 -3.99 -1.49 0.079
C -0.22 -2.68 -1.27 -0.844
S -1.89 -2.27 -0.96 0.609
N 0.78 -1.82 -1.34 0.019
N 0.29 -0.58 -1.03 -0.112
C 0.66 0.45 -1.70 -0.173
C 1.63 0.43 -2.83 -0.190
C 1.23 0.83 -4.10 -0.036
C 2.13 0.80 -5.15 -0.064
C 3.44 0.39 -4.94 -0.070
C 3.84 -0.01 -3.67 -0.065
C 2.94 0.00 -2.62 -0.031
C -0.08 1.68 -1.36 -0.183
C 0.20 2.92 -1.91 0.013
C -0.60 4.01 -1.60 -0.026
C -1.68 3.82 -0.75 -0.035
C -1.88 2.56 -0.22 -0.113
N -1.10 1.51 -0.49 0.027
H -0.67 -4.61 -1.69 0.083
H 0.98 -4.18 -1.91 0.104
H 0.21 1.14 -4.27 0.124
H 1.81 1.10 -6.14 0.110
H 4.14 0.37 -5.76 0.109
H 4.86 -0.34 -3.50 0.108
H 3.25 -0.34 -1.64 0.111
H 1.04 3.02 -2.58 0.123
H -0.40 4.98 -2.03 0.121
H -2.36 4.63 -0.51 0.115
H -2.73 2.37 0.43 0.108
```

The frontier orbital gap (spin up / spin down) comes out at 6.95 / 7.52 eV. Its charge is +1. For the highest occupied orbital energy (spin up / spin down), the calculation gives -9.83 / -10.67 eV. The relative energy (zero: lowest compared OMol25 entry of this formula, charge and spin) is 38.1 kJ/mol. Its spin multiplicity is 4.

This record from the OMol25 dataset describes an isolated ion of composition C19H26NO and charge +1. The level of theory is the ωB97M-V functional and the def2-TZVPD basis.

Geometry as XYZ:
```
47
Properties=species:S:1:pos:R:3:lowdin_charge:R:1
C -3.80 -2.18 1.47 -0.039
C -2.97 -1.04 0.96 -0.268
C -2.98 0.19 1.61 -0.025
C -2.25 1.25 1.11 -0.001
C -1.46 1.13 -0.02 -0.140
C -0.68 2.28 -0.61 -0.372
C -1.44 2.83 -1.82 -0.042
C -0.41 3.40 0.39 -0.072
C -1.43 -0.12 -0.67 -0.228
O -0.65 -0.19 -1.81 -0.046
C -0.26 -1.42 -2.35 -0.151
C 0.95 -1.99 -1.60 -0.072
N 0.62 -2.23 -0.17 0.060
C 1.82 -2.31 0.73 -0.071
C 2.56 -1.00 0.70 -0.247
C 3.83 -0.92 0.14 -0.040
C 4.51 0.28 0.11 -0.054
C 3.92 1.42 0.64 -0.053
C 2.66 1.35 1.21 -0.057
C 1.98 0.14 1.24 -0.032
C -2.19 -1.18 -0.18 -0.010
H -3.58 -2.37 2.52 0.088
H -3.63 -3.09 0.90 0.076
H -4.86 -1.93 1.40 0.093
H -3.59 0.32 2.49 0.122
H -2.29 2.20 1.62 0.115
H 0.28 1.88 -0.96 0.131
H -2.41 3.19 -1.52 0.091
H -1.57 2.05 -2.57 0.076
H -0.88 3.65 -2.26 0.085
H 0.32 4.09 -0.03 0.087
H -0.01 3.01 1.33 0.067
H -1.31 3.96 0.60 0.084
H 0.03 -1.21 -3.38 0.148
H -1.09 -2.15 -2.38 0.127
H 1.30 -2.91 -2.06 0.147
H 1.75 -1.24 -1.62 0.136
H 0.06 -3.09 -0.08 0.187
H 0.01 -1.44 0.14 0.136
H 2.46 -3.12 0.38 0.138
H 1.46 -2.53 1.74 0.145
H 4.29 -1.81 -0.27 0.118
H 5.49 0.33 -0.32 0.114
H 4.45 2.36 0.63 0.114
H 2.20 2.23 1.63 0.103
H 1.00 0.09 1.69 0.120
H -2.23 -2.13 -0.70 0.111
```

The frontier orbital gap comes out at 8.74 eV. As for the SMILES: Cc1ccc(C(C)C)c(OCC[NH2+]Cc2ccccc2)c1. Its charge is +1. For the highest occupied orbital energy, the calculation gives -11.58 eV. The relative energy (zero: lowest compared OMol25 entry of this formula, charge and spin) is 0.0 kJ/mol.